(w)
Here is a 2-piece molecular cluster, C11H18 overall from OMol25. Energies are from ωB97M-V with the def2-TZVPD basis set.

ORCA input file:
```
! RIJCOSX wB97M-V def2-TZVPD def2/J DEFGRID3
* xyz 0 1
C 2.282 -0.590 -1.221
C 1.605 -0.202 0.072
C 1.924 0.997 0.695
C 1.600 1.208 2.030
C 1.023 0.169 2.750
C 0.561 -0.954 2.090
C 0.826 -1.150 0.732
H 2.462 0.240 -1.909
H 1.670 -1.263 -1.831
H 3.213 -1.088 -0.985
H 2.509 1.727 0.162
H 1.798 2.148 2.526
H 0.913 0.250 3.824
H 0.033 -1.738 2.623
H 0.375 -2.021 0.277
C -1.870 -1.315 -1.492
C -1.894 0.151 -1.114
C -1.228 1.071 -2.138
C -3.273 0.624 -0.674
H -2.426 -1.534 -2.401
H -2.197 -1.940 -0.657
H -0.853 -1.665 -1.670
H -1.321 0.236 -0.182
H -0.720 0.555 -2.957
H -1.988 1.702 -2.601
H -0.464 1.725 -1.719
H -3.300 1.660 -0.345
H -4.026 0.546 -1.464
H -3.621 0.027 0.169
*
```

Summary:
Kohn-Sham gap (eV): 9.957
Structure (SMILES): Cc1ccccc1.CC(C)C
Lowest unoccupied orbital energy (eV): 0.93

These are the Löwdin partial charges, in e, on atoms 1 to 8:
1. C -0.051
2. C -0.291
3. C -0.057
4. C -0.082
5. C -0.102
6. C -0.087
7. C -0.068
8. H 0.077

(x)
Here is a 2-piece molecular cluster, C11H18 overall from OMol25. Energies are from ωB97M-V with the def2-TZVPD basis set.

ORCA input file:
```
! RIJCOSX wB97M-V def2-TZVPD def2/J DEFGRID3
* xyz 0 1
C -0.762 -0.663 -2.964
C -0.249 -0.503 -1.516
C -0.120 -1.722 -0.656
C 1.154 -1.952 -0.038
C 1.125 -2.807 1.102
C -0.073 -3.395 1.506
C -1.308 -3.212 0.885
C -1.312 -2.321 -0.172
H -1.844 -1.228 -3.121
H -0.030 -1.206 -3.491
H -1.064 0.316 -3.403
H 0.783 0.022 -1.622
H -0.997 0.118 -1.015
H 2.057 -1.692 -0.550
H 2.025 -2.935 1.634
H -0.158 -3.927 2.371
H -2.200 -3.776 1.228
H -2.234 -2.131 -0.715
C 0.118 2.039 1.784
C 0.178 3.483 1.188
C 1.052 3.655 -0.065
H -0.237 1.382 1.109
H -0.424 2.033 2.703
H 1.024 1.473 1.933
H -0.886 3.699 0.929
H 0.390 4.108 2.165
H 2.080 3.840 0.195
H 1.202 2.772 -0.778
H 0.708 4.530 -0.623
*
```

Summary:
Kohn-Sham gap (eV): 9.718
Structure (SMILES): CCc1ccccc1.CCC
Lowest unoccupied orbital energy (eV): 0.90

These are the Löwdin partial charges, in e, on atoms 1 to 8:
1. C -0.120
2. C -0.248
3. C -0.235
4. C -0.020
5. C -0.066
6. C -0.105
7. C -0.081
8. C -0.056

Tell me which of them is the least stable. Sure, it is (x).

(w)
Here is a 2-piece molecular cluster, C11H18 overall from OMol25. Energies are from ωB97M-V with the def2-TZVPD basis set.

ORCA input file:
```
! RIJCOSX wB97M-V def2-TZVPD def2/J DEFGRID3
* xyz 0 1
C 2.053 0.264 2.674
C 1.442 -0.588 1.609
C 1.884 -0.391 0.292
C 1.580 -1.280 -0.713
C 0.783 -2.400 -0.450
C 0.217 -2.528 0.799
C 0.524 -1.606 1.793
H 3.109 0.433 2.514
H 1.883 -0.124 3.691
H 1.458 1.170 2.840
H 2.404 0.508 -0.028
H 1.996 -1.173 -1.706
H 0.629 -3.105 -1.254
H -0.406 -3.366 1.089
H 0.233 -1.806 2.823
C -1.138 2.532 -0.315
C -1.734 1.445 -1.239
C -3.260 1.548 -1.243
C -1.231 1.393 -2.659
H -1.073 3.509 -0.798
H -0.217 2.248 0.188
H -1.832 2.583 0.525
H -1.516 0.549 -0.644
H -3.597 2.572 -1.436
H -3.679 0.934 -2.038
H -3.791 1.284 -0.324
H -1.786 2.036 -3.344
H -0.159 1.574 -2.790
H -1.328 0.381 -3.070
*
```

Summary:
Kohn-Sham gap (eV): 9.935
Structure (SMILES): Cc1ccccc1.CC(C)C
Lowest unoccupied orbital energy (eV): 0.91

These are the Löwdin partial charges, in e, on atoms 1 to 8:
1. C -0.056
2. C -0.287
3. C -0.072
4. C -0.096
5. C -0.097
6. C -0.093
7. C -0.062
8. H 0.079

(x)
Here is a 2-piece molecular cluster, C11H18 overall from OMol25. Energies are from ωB97M-V with the def2-TZVPD basis set.

ORCA input file:
```
! RIJCOSX wB97M-V def2-TZVPD def2/J DEFGRID3
* xyz 0 1
C -1.059 -1.208 -2.718
C -0.971 -0.896 -1.464
C -0.527 -1.815 -0.482
C 0.100 -3.001 -0.795
C -0.121 -3.371 -2.157
C -0.777 -2.513 -3.104
H -1.425 -0.584 -3.455
H -1.496 -0.134 -0.945
H -0.454 -1.719 0.677
H 0.234 -3.757 -0.014
H 0.120 -4.420 -2.368
H -0.947 -2.952 -4.098
C 2.593 0.537 2.293
C 1.210 1.471 2.338
C 0.509 1.651 0.991
C -0.797 2.280 1.022
C -1.473 2.082 -0.339
H 2.445 -0.479 1.600
H 3.425 1.094 1.791
H 2.767 0.080 3.360
H 1.586 2.444 2.862
H 0.628 0.755 3.065
H 1.060 2.321 0.159
H 0.568 0.681 0.460
H -0.693 3.344 1.170
H -1.367 2.055 1.975
H -2.022 1.023 -0.221
H -2.292 2.805 -0.317
H -0.825 2.227 -1.286
*
```

Summary:
Kohn-Sham gap (eV): 10.015
Structure (SMILES): c1ccccc1.CCCCC
Lowest unoccupied orbital energy (eV): 0.97

These are the Löwdin partial charges, in e, on atoms 1 to 8:
1. C -0.119
2. C -0.133
3. C -0.103
4. C -0.102
5. C -0.079
6. C -0.064
7. H 0.091
8. H 0.032

Tell me which of them is the least stable. Sure, it is (x).

(w)
Here is a 2-piece molecular cluster, C11H18 overall from OMol25. Energies are from ωB97M-V with the def2-TZVPD basis set.

ORCA input file:
```
! RIJCOSX wB97M-V def2-TZVPD def2/J DEFGRID3
* xyz 0 1
C 2.539 0.693 2.383
C 1.333 -0.166 2.059
C 1.460 -1.496 1.843
C 0.235 -2.285 1.646
C -1.014 -1.726 1.750
C -1.132 -0.310 1.966
C 0.057 0.452 2.084
H 3.486 0.076 2.336
H 2.690 1.022 3.433
H 2.727 1.439 1.635
H 2.340 -2.093 1.901
H 0.261 -3.300 1.659
H -1.873 -2.483 1.662
H -2.119 0.257 1.700
H 0.001 1.483 2.146
C 0.497 0.657 -2.215
C -0.627 1.051 -3.237
C -1.653 -0.089 -3.371
C -1.533 2.219 -2.874
H 1.462 0.795 -2.571
H 0.306 -0.266 -1.845
H 0.435 1.356 -1.297
H -0.093 1.464 -4.266
H -2.281 -0.335 -2.419
H -2.222 0.109 -4.257
H -1.126 -0.958 -3.398
H -2.003 1.831 -2.070
H -0.742 3.121 -2.819
H -2.222 2.487 -3.732
*
```

Summary:
Kohn-Sham gap (eV): 10.136
Structure (SMILES): Cc1ccccc1.CC(C)C
Lowest unoccupied orbital energy (eV): 0.96

These are the Löwdin partial charges, in e, on atoms 1 to 8:
1. C -0.063
2. C -0.301
3. C -0.029
4. C -0.081
5. C -0.117
6. C -0.075
7. C -0.055
8. H 0.085

(x)
Here is a 2-piece molecular cluster, C11H18 overall from OMol25. Energies are from ωB97M-V with the def2-TZVPD basis set.

ORCA input file:
```
! RIJCOSX wB97M-V def2-TZVPD def2/J DEFGRID3
* xyz 0 1
C -1.552 -2.219 0.915
C -1.894 -0.765 1.137
C -2.696 -0.109 0.215
C -2.915 1.258 0.364
C -2.333 1.947 1.424
C -1.612 1.258 2.379
C -1.464 -0.122 2.282
H -2.081 -2.919 1.569
H -0.476 -2.358 1.007
H -1.811 -2.622 -0.068
H -3.226 -0.508 -0.631
H -3.379 1.830 -0.414
H -2.204 3.017 1.284
H -1.132 1.811 3.178
H -0.917 -0.615 3.074
C 2.265 0.045 0.167
C 1.922 0.438 -1.277
C 3.183 0.650 -2.119
C 1.012 -0.665 -1.872
H 1.452 0.337 0.820
H 3.051 0.709 0.561
H 2.607 -0.984 0.246
H 1.280 1.307 -1.267
H 3.717 -0.299 -2.207
H 2.954 1.100 -3.077
H 3.817 1.283 -1.497
H 1.687 -1.454 -2.223
H 0.253 -1.109 -1.236
H 0.494 -0.243 -2.733
*
```

Summary:
Kohn-Sham gap (eV): 10.098
Structure (SMILES): Cc1ccccc1.CC(C)C
Lowest unoccupied orbital energy (eV): 1.00

These are the Löwdin partial charges, in e, on atoms 1 to 8:
1. C -0.064
2. C -0.291
3. C -0.052
4. C -0.088
5. C -0.107
6. C -0.094
7. C -0.058
8. H 0.079

(y)
Here is a 2-piece molecular cluster, C11H18 overall from OMol25. Energies are from ωB97M-V with the def2-TZVPD basis set.

ORCA input file:
```
! RIJCOSX wB97M-V def2-TZVPD def2/J DEFGRID3
* xyz 0 1
C -1.086 3.183 0.959
C -1.463 1.767 0.669
C -2.070 1.358 -0.469
C -2.390 0.004 -0.655
C -2.097 -0.981 0.308
C -1.359 -0.557 1.407
C -1.035 0.850 1.626
H -0.434 3.291 1.776
H -2.099 3.654 1.075
H -0.598 3.909 0.177
H -2.491 2.029 -1.226
H -2.979 -0.138 -1.479
H -2.603 -1.834 0.340
H -1.136 -1.380 2.224
H -0.508 1.238 2.511
C 1.165 -2.192 0.256
C 1.474 -1.030 -0.794
C 2.141 0.236 -0.175
C 2.197 -1.560 -1.983
H 1.206 -1.926 1.270
H 1.946 -3.038 0.160
H 0.177 -2.732 0.117
H 0.442 -0.723 -0.983
H 3.195 0.195 0.242
H 2.072 1.003 -1.101
H 1.355 0.703 0.576
H 1.387 -2.301 -2.314
H 2.539 -0.782 -2.765
H 3.051 -2.242 -1.748
*
```

Summary:
Kohn-Sham gap (eV): 10.028
Structure (SMILES): Cc1ccccc1.CC(C)C
Lowest unoccupied orbital energy (eV): 0.95

These are the Löwdin partial charges, in e, on atoms 1 to 8:
1. C -0.067
2. C -0.336
3. C -0.059
4. C -0.060
5. C -0.098
6. C -0.084
7. C -0.047
8. H 0.043

(z)
Here is a 2-piece molecular cluster, C11H18 overall from OMol25. Energies are from ωB97M-V with the def2-TZVPD basis set.

ORCA input file:
```
! RIJCOSX wB97M-V def2-TZVPD def2/J DEFGRID3
* xyz 0 1
C 2.161 0.405 -3.096
C 0.882 -0.180 -2.534
C 0.934 -1.249 -1.653
C -0.278 -1.807 -1.277
C -1.506 -1.348 -1.684
C -1.547 -0.239 -2.563
C -0.366 0.391 -2.847
H 2.396 1.336 -2.579
H 2.048 0.605 -4.156
H 2.945 -0.338 -2.961
H 1.846 -1.716 -1.305
H -0.364 -2.687 -0.645
H -2.406 -1.740 -1.230
H -2.507 0.066 -2.957
H -0.383 1.230 -3.539
C -0.807 0.742 3.861
C -0.050 0.214 2.630
C -1.108 -0.201 1.505
C 1.019 1.120 2.020
H -1.636 1.437 3.619
H -0.165 1.455 4.394
H -1.340 0.009 4.456
H 0.408 -0.702 3.016
H -0.788 0.362 0.634
H -1.192 -1.276 1.390
H -2.057 0.163 1.886
H 1.374 0.558 1.156
H 0.633 2.104 1.760
H 1.855 1.287 2.700
*
```

Summary:
Kohn-Sham gap (eV): 9.906
Structure (SMILES): Cc1ccccc1.CC(C)C
Lowest unoccupied orbital energy (eV): 1.00

These are the Löwdin partial charges, in e, on atoms 1 to 8:
1. C -0.049
2. C -0.276
3. C -0.056
4. C -0.135
5. C -0.108
6. C -0.080
7. C -0.066
8. H 0.081

Tell me which of them is the least stable. Sure, it is (w).

(w)
Here is one molecule with the formula C3H7IN2 from OMol25. Energies are from ωB97M-V with the def2-TZVPD basis set.

ORCA input file:
```
! RIJCOSX wB97M-V def2-TZVPD def2/J DEFGRID3
* xyz 0 1
C 0.082 -0.311 -1.146
C 1.355 -1.040 -0.391
C -1.252 1.162 0.432
N -0.242 -1.103 0.947
N -0.771 -0.180 0.060
I 2.970 0.250 0.180
H 0.340 0.693 -1.441
H -0.244 -1.094 -1.924
H 1.635 -2.081 -0.249
H -1.662 1.811 -0.349
H -2.051 0.867 1.166
H -0.364 1.653 0.968
H 0.204 -0.627 1.747
*
```

Summary:
Kohn-Sham gap (spin up / spin down) (eV): 7.370 / 7.770
Lowest unoccupied orbital energy (spin up / spin down) (eV): 0.15 / 0.18

These are the Löwdin partial charges, in e, on atoms 1 to 8:
1. C -0.210
2. C -0.550
3. C -0.084
4. N 0.045
5. N -0.395
6. I 0.693
7. H 0.071
8. H 0.122

(x)
Here is a 2-piece molecular cluster, C3H7IN2 overall from OMol25. Energies are from ωB97M-V with the def2-TZVPD basis set.

ORCA input file:
```
! RIJCOSX wB97M-V def2-TZVPD def2/J DEFGRID3
* xyz 0 1
H -0.050 1.253 -1.251
N -0.048 0.482 -0.650
N -1.154 0.043 -0.470
C -2.327 0.666 -0.869
H -2.693 0.288 -1.793
H -2.854 0.528 0.038
H -2.350 1.737 -1.097
C 1.416 -1.349 1.290
C 2.073 -0.244 0.887
I 3.721 -0.415 -0.470
H 1.688 -2.424 1.049
H 0.778 -1.311 2.144
H 1.801 0.745 1.190
*
```

Summary:
Kohn-Sham gap (eV): 9.348
Structure (SMILES): [H]/N=N\C.C=CI
Lowest unoccupied orbital energy (eV): 0.70

These are the Löwdin partial charges, in e, on atoms 1 to 8:
1. H 0.042
2. N 0.084
3. N -0.130
4. C -0.140
5. H 0.080
6. H 0.072
7. H 0.083
8. C -0.167

Tell me which of them is the least stable. Sure, it is (w).